Below is a structure of composition C4H6N2O, with properties calculated with ωB97M-V/def2-TZVPD.

Values from the calculation:
E_HOMO (eV): -7.29
E_tot (Ha): -340.6690
Total charge: 0

Atoms and positions in Å:
1 N -1.963 0.364 -0.060
2 C -0.490 0.155 0.294
3 C 0.005 -1.119 -0.161
4 O -0.650 -2.091 -0.551
5 N 1.384 -0.967 -0.140
6 C 1.721 0.375 0.078
7 C 0.603 1.109 0.286
8 H -2.248 -0.424 -0.645
9 H -2.187 1.286 -0.411
10 H -1.601 0.140 1.040
11 H 2.007 -1.675 -0.497
12 H 2.760 0.670 0.151
13 H 0.570 2.157 0.563

Electronic structure analysis, Mulliken charges in units of e: N -0.3408; C -0.0625; C 0.2041; O -0.7156; N -0.0440; C -0.5186; C -0.5989; H 0.2748; H 0.2645; H 0.5495; H 0.2264; H 0.4029; H 0.3583



Below is a cluster of 2 separate species, ClH2NO2P in total at a distorted geometry, with properties calculated with ωB97M-V/def2-TZVPD.

Values from the calculation:
E_HOMO (eV): -5.13
E_tot (Ha): -1008.0365
Total charge: -1

Atoms and positions in Å:
1 N -0.061 -0.216 0.612
2 O 2.134 -1.700 -0.292
3 O -2.363 0.276 -0.372
4 P 1.377 -0.646 0.362
5 Cl 2.964 1.049 -0.029
6 H -1.507 0.099 -0.318
7 H -2.544 1.137 0.037

Electronic structure analysis, Mulliken charges in units of e: N -0.6400; O -0.5656; O -0.6718; P 0.6317; Cl -0.4561; H 0.4152; H 0.2866



Below is the molecule C24H27N3O5S2 at a distorted geometry, with properties calculated with ωB97M-V/def2-TZVPD.

Values from the calculation:
SMILES string: COCCN(CCOC)S(=O)(=O)c1ccc(C(=O)Nc2nc3c(s2)CCc2ccccc2-3)cc1
E_HOMO (eV): -8.01
E_tot (Ha): -2267.5844
Total charge: 0

Atoms and positions in Å:
1 C -4.939 -2.398 -0.212
2 O -4.067 -1.446 0.341
3 C -2.851 -1.340 -0.372
4 C -1.964 -0.265 0.260
5 N -2.361 1.084 -0.065
6 C -3.571 1.625 0.511
7 C -3.322 2.221 1.905
8 O -2.891 1.296 2.875
9 C -3.891 0.401 3.314
10 S -1.796 1.685 -1.502
11 O -1.620 0.627 -2.461
12 O -2.605 2.806 -1.884
13 C -0.155 2.286 -1.076
14 C 0.272 2.340 0.237
15 C 1.560 2.760 0.514
16 C 2.410 3.131 -0.524
17 C 3.802 3.569 -0.206
18 O 4.217 4.696 -0.327
19 N 4.613 2.576 0.305
20 C 4.341 1.235 0.318
21 N 3.430 0.655 -0.368
22 C 3.383 -0.683 -0.122
23 C 4.297 -1.148 0.782
24 S 5.275 0.157 1.372
25 C 4.351 -2.568 1.220
26 C 3.873 -3.462 0.070
27 C 2.615 -2.955 -0.587
28 C 1.680 -3.819 -1.130
29 C 0.575 -3.332 -1.814
30 C 0.399 -1.968 -1.977
31 C 1.321 -1.091 -1.434
32 C 2.420 -1.576 -0.736
33 C 1.955 3.120 -1.836
34 C 0.670 2.683 -2.111
35 H -5.835 -2.400 0.406
36 H -4.487 -3.397 -0.205
37 H -5.205 -2.140 -1.244
38 H -2.322 -2.305 -0.345
39 H -3.042 -1.077 -1.421
40 H -1.969 -0.376 1.347
41 H -0.947 -0.398 -0.113
42 H -4.342 0.852 0.559
43 H -3.902 2.423 -0.154
44 H -2.526 2.967 1.845
45 H -4.247 2.716 2.241
46 H -4.777 0.946 3.660
47 H -4.184 -0.303 2.529
48 H -3.458 -0.149 4.147
49 H -0.394 2.038 1.031
50 H 1.910 2.794 1.535
51 H 5.525 2.873 0.631
52 H 3.697 -2.698 2.091
53 H 5.362 -2.847 1.521
54 H 4.656 -3.496 -0.697
55 H 3.724 -4.480 0.433
56 H 1.818 -4.886 -1.025
57 H -0.143 -4.024 -2.229
58 H -0.448 -1.572 -2.517
59 H 1.203 -0.025 -1.553
60 H 2.612 3.430 -2.633
61 H 0.297 2.632 -3.122

Electronic structure analysis, Mulliken charges in units of e: C -0.8394; O -0.1982; C -1.0107; C -0.3877; N 0.4366; C -0.7492; C -0.7758; O -0.3379; C -0.5612; S 1.4508; O -0.6268; O -0.8077; C 0.3978; C 0.0791; C -0.5339; C 0.4183; C -0.3102; O -0.6212; N -0.0234; C 0.3286; N -0.2533; C -0.5870; C 0.5652; S -0.3416; C -0.6479; C -1.1466; C 0.4781; C -0.6868; C -0.7650; C -0.4023; C -0.3270; C 0.5224; C -0.8274; C -0.9609; H 0.2203; H 0.3228; H 0.3222; H 0.5194; H 0.4964; H 0.5196; H -0.1941; H 0.3184; H 0.5419; H 0.3155; H 0.4873; H 0.3280; H 0.1754; H 0.2302; H 0.4417; H 0.4698; H 0.2711; H 0.2577; H 0.4319; H 0.3485; H 0.3970; H 0.4059; H 0.4499; H 0.5354; H 0.5204; H 0.4367; H 0.4829



Below is a cluster of 2 separate species, C5H10N2S in total at a distorted geometry, with properties calculated with ωB97M-V/def2-TZVPD.

Values from the calculation:
SMILES string: C=C(C)C.C=NN=S
E_HOMO (eV): -8.01
E_tot (Ha): -704.0443
Total charge: 0

Atoms and positions in Å:
1 C 0.503 -0.667 1.321
2 C 1.260 -0.462 0.276
3 C 2.677 0.036 0.499
4 C 0.750 -0.812 -1.120
5 H -0.350 -1.327 1.208
6 H 0.858 -0.464 2.373
7 H 2.806 0.723 -0.298
8 H 3.465 -0.783 0.563
9 H 2.791 0.425 1.500
10 H -0.302 -1.163 -1.120
11 H 1.451 -1.561 -1.539
12 H 0.798 0.233 -1.672
13 C -2.656 2.004 -0.276
14 N -2.518 0.775 -0.585
15 N -2.697 -0.337 -0.195
16 S -3.257 -1.762 -0.554
17 H -3.516 2.331 0.295
18 H -2.063 2.811 -0.676

Electronic structure analysis, Mulliken charges in units of e: C -0.8682; C 0.8223; C -1.1812; C -0.8102; H 0.2389; H 0.2460; H 0.3160; H 0.2522; H 0.3480; H 0.0606; H 0.3318; H 0.2290; C -0.3349; N 0.1710; N -0.1692; S -0.1551; H 0.2612; H 0.2419



Below is the molecule C5H11NO at a distorted geometry, with properties calculated with ωB97M-V/def2-TZVPD.

Values from the calculation:
SMILES string: CCCNC(C)=O
E_HOMO (eV): -9.49
E_tot (Ha): -327.0992
Total charge: 0

Atoms and positions in Å:
1 C 1.430 1.982 0.655
2 C 1.737 0.557 0.156
3 C 0.568 -0.408 0.158
4 N -0.610 0.102 -0.623
5 C -1.903 -0.433 -0.455
6 C -1.888 -1.926 -0.457
7 O -2.862 0.296 -0.428
8 H 0.983 2.084 1.649
9 H 2.324 2.595 0.535
10 H 0.584 2.371 0.075
11 H 2.227 0.630 -0.820
12 H 2.614 0.085 0.624
13 H 0.945 -1.236 -0.459
14 H 0.188 -0.813 1.083
15 H -0.696 1.110 -0.566
16 H -1.341 -2.250 0.436
17 H -1.419 -2.400 -1.312
18 H -2.880 -2.349 -0.249

Electronic structure analysis, Mulliken charges in units of e: C -1.1305; C -0.5273; C -0.4284; N -0.1788; C 0.5508; C -1.0279; O -0.5889; H 0.3224; H 0.3386; H 0.2891; H 0.3145; H 0.3671; H 0.2420; H 0.3377; H 0.2044; H 0.2984; H 0.3038; H 0.3130



Q: The lowest E_tot belongs to which entry?
A: C24H27N3O5S2